[1]
Molecular formula: C30H84CrK2N9O15PS2
Method: DFT, ωB97M-V/def2-TZVPD

2S+1: 5
Max |F|, eV/Å: 5.93
<S²>: 6.01
M, u: 1036.35
Gap between HOMO and LUMO (alpha / beta), hartree: 0.18749 / 0.27071
HOMO energy (alpha / beta), eV: -5.48 / -7.75

Structure (XYZ):
```
144
Properties=species:S:1:pos:R:3:mulliken_charge:R:1
Cr -13.3910 -10.4187 -10.8894 -0.26
K -14.7529 -14.2540 -11.2802 0.98
K -11.0123 -14.4421 -7.1713 0.85
S -12.2825 -12.3176 -9.3667 0.71
O -12.1938 -12.1108 -10.8351 -0.75
O -13.1261 -11.1074 -9.0672 1.55
O -12.9305 -13.5804 -9.0922 -1.46
O -10.9809 -12.2135 -8.7475 -0.87
S -14.4812 -11.3994 -13.1078 1.62
O -13.4551 -10.4105 -12.9318 -0.56
O -14.8387 -11.5573 -11.6826 -0.65
O -15.6976 -10.9918 -13.7976 -0.78
O -14.0899 -12.6629 -13.6821 -0.90
O -11.5147 -9.2360 -10.8297 1.22
P -10.1874 -8.5909 -10.7645 -1.03
N -9.6351 -8.0443 -9.1883 0.33
C -9.0006 -9.0196 -8.2712 -1.33
C -10.4603 -7.0058 -8.5302 -1.07
N -10.1785 -7.2591 -11.8389 0.60
C -9.3861 -6.0076 -11.5894 -1.32
C -10.9349 -7.2228 -13.0945 -0.72
N -8.7422 -9.4334 -11.3124 0.58
C -7.5599 -8.6738 -11.3886 -1.09
C -8.6290 -10.8534 -10.9737 -1.00
H -8.0304 -9.3756 -8.6178 0.20
H -9.6847 -9.8596 -8.1508 0.40
H -8.8459 -8.4764 -7.3389 0.66
H -11.0382 -7.5031 -7.7512 0.16
H -11.1460 -6.5118 -9.2186 0.40
H -9.9026 -6.2048 -8.0450 0.34
H -8.8208 -6.0159 -10.6575 0.35
H -8.6614 -5.9087 -12.3975 0.47
H -10.0295 -5.1298 -11.6485 0.36
H -10.4824 -7.9294 -13.7902 0.01
H -11.9104 -7.6462 -12.8556 0.13
H -11.1486 -6.2628 -13.5644 0.35
H -7.2998 -8.4288 -10.3588 0.38
H -6.8209 -9.3461 -11.8245 0.40
H -7.5936 -7.8638 -12.1172 0.20
H -8.3053 -11.0454 -9.9507 0.48
H -7.8598 -11.3482 -11.5667 0.59
H -9.5870 -11.3364 -11.1662 -0.20
C -16.4271 -8.8673 -9.6346 -1.52
C -15.1688 -8.0354 -9.4424 0.54
C -14.4321 -8.2388 -8.0824 1.83
O -15.2006 -7.5267 -7.0518 -0.48
C -14.8095 -6.1157 -6.8154 -0.79
N -14.2664 -8.3603 -10.6126 -0.48
H -17.1534 -8.5566 -8.8836 0.42
H -16.2303 -9.9387 -9.5947 0.01
H -16.8349 -8.6703 -10.6260 0.48
H -15.4604 -6.9922 -9.5640 0.41
H -13.4212 -7.8376 -8.1548 -0.29
H -14.4063 -9.2671 -7.7219 -1.41
H -14.4198 -5.7303 -7.7576 0.32
H -14.1534 -6.0227 -5.9500 0.26
H -15.6993 -5.5220 -6.6058 0.27
H -14.8038 -8.0753 -11.4188 0.35
H -13.6058 -7.5963 -10.6132 0.04
C -12.4541 -17.5712 -8.7658 -1.51
C -11.7416 -16.8982 -10.0021 1.63
C -11.2245 -17.8929 -11.0622 -0.57
O -10.2239 -18.7480 -10.5536 -0.36
C -9.5103 -19.3397 -11.6118 -0.68
N -12.6636 -15.9294 -10.4887 -0.12
H -13.1954 -18.2954 -9.1036 0.31
H -12.8657 -16.8254 -8.0858 0.37
H -11.7790 -18.1033 -8.0955 0.36
H -10.9060 -16.2532 -9.7302 -0.73
H -10.7594 -17.3535 -11.8873 0.23
H -12.0752 -18.5112 -11.3490 0.36
H -10.1454 -19.8663 -12.3241 0.29
H -8.7788 -20.0270 -11.1868 0.29
H -8.9233 -18.5473 -12.0763 0.22
H -12.2834 -15.5566 -11.3469 0.11
H -12.8542 -15.2412 -9.7744 -0.01
C -9.7602 -14.9150 -14.3277 -1.57
C -10.3315 -13.7892 -13.4561 2.14
C -10.4186 -12.3398 -14.1624 -0.55
O -9.0742 -12.0001 -14.4802 -0.29
C -8.8843 -10.8818 -15.3759 -0.61
N -11.6008 -14.0532 -12.7903 -0.14
H -10.4627 -15.4602 -14.9581 0.33
H -9.2380 -15.6726 -13.7434 0.16
H -8.9837 -14.4156 -14.9072 0.43
H -9.6517 -13.7911 -12.6041 -1.33
H -10.9069 -11.6475 -13.4766 -0.07
H -10.9535 -12.5586 -15.0866 0.66
H -9.2421 -11.1148 -16.3787 0.36
H -7.8359 -10.6112 -15.5019 0.27
H -9.3981 -10.0032 -14.9858 0.02
H -11.7146 -13.3708 -12.0545 -0.40
H -12.2823 -13.6819 -13.4366 0.53
C -7.6702 -13.8901 -8.5063 -1.73
C -8.1813 -13.9794 -9.9096 1.73
C -7.5659 -15.1783 -10.7018 -0.76
O -6.1341 -15.1137 -10.7254 -0.40
C -5.6186 -16.2270 -11.4086 -0.79
N -9.6049 -14.2627 -9.8289 0.78
H -7.9080 -12.9503 -8.0080 0.14
H -6.5855 -13.9940 -8.4803 0.53
H -7.9719 -14.7012 -7.8435 0.24
H -7.8065 -13.1535 -10.5141 -0.57
H -8.0373 -15.0730 -11.6789 0.33
H -8.0157 -16.0855 -10.2983 0.49
H -4.5567 -15.9878 -11.3506 0.32
H -5.7369 -16.2444 -12.4920 0.26
H -5.9184 -17.1061 -10.8381 0.33
H -10.0504 -13.4140 -9.5105 -0.79
H -9.9899 -14.3650 -10.7570 -0.26
C -16.0723 -12.9957 -5.3297 -1.56
C -15.5699 -13.0208 -6.7795 0.50
C -16.1155 -11.7704 -7.5894 0.38
O -17.4932 -11.6580 -8.0053 -0.39
C -18.3985 -11.2022 -7.0896 -0.73
N -14.0949 -13.0074 -6.6272 -0.19
H -15.6799 -12.2190 -4.6732 0.26
H -15.8102 -13.9648 -4.9052 0.39
H -17.1394 -12.7898 -5.2456 0.30
H -15.8705 -13.9115 -7.3313 0.47
H -15.5896 -11.6849 -8.5404 -0.82
H -15.8450 -10.8476 -7.0762 0.31
H -18.0517 -10.2788 -6.6258 0.27
H -18.6221 -11.8770 -6.2634 0.25
H -19.2902 -10.9755 -7.6742 0.31
H -13.7599 -13.4429 -7.4747 0.26
H -13.6855 -12.0895 -6.7272 -0.33
C -12.1422 -9.9918 -5.9068 -0.80
C -10.7444 -10.5167 -5.5248 1.02
C -10.5741 -10.7535 -3.9899 -0.92
O -10.8031 -9.6112 -3.2224 -0.31
C -10.4745 -9.7391 -1.8732 -0.83
N -10.4251 -11.8068 -6.2002 -0.08
H -12.7994 -10.7668 -5.5123 0.33
H -12.2400 -9.8863 -6.9873 -0.47
H -12.5618 -9.1103 -5.4221 0.53
H -9.9835 -9.8174 -5.8714 -0.08
H -9.6540 -11.3046 -3.7955 0.41
H -11.3249 -11.4345 -3.5892 0.38
H -9.4263 -9.9478 -1.6590 0.32
H -11.0311 -10.5614 -1.4236 0.34
H -10.7515 -8.8510 -1.3052 0.25
H -9.4426 -11.9650 -6.0279 0.20
H -10.7392 -11.7606 -7.1590 -0.31
```

=====

[2]
Molecular formula: C30H84N2O22
Method: DFT, ωB97M-V/def2-TZVPD

2S+1: 2
ΔE to the lowest compared entry with this formula, charge and spin, kJ/mol: 358.4
Max |F|, eV/Å: 4.25
<S²>: 0.75
M, u: 824.99
Gap between HOMO and LUMO (alpha / beta), hartree: 0.29771 / 0.10527
HOMO energy (alpha / beta), eV: -10.69 / -10.69
Charge: +1

Structure (XYZ):
```
138
Properties=species:S:1:pos:R:3:mulliken_charge:R:1
C 1.7301 8.6464 -31.2629 -0.18
C 2.4535 7.5971 -30.4159 -0.62
O 2.6693 8.0171 -28.9873 -0.36
O 0.4806 8.8845 -30.5783 -0.58
H 1.6100 8.3604 -32.3079 0.38
H 2.3027 9.5698 -31.1765 0.12
H 3.3809 7.2819 -30.8941 0.40
H 1.8225 6.7085 -30.4337 0.28
H 2.5368 7.2960 -28.3674 0.28
H 0.6738 8.7737 -29.6445 0.25
C 4.5595 14.9476 -23.9058 -0.46
C 4.7659 15.7430 -25.2171 -0.52
O 3.5834 16.4515 -25.4900 -0.50
O 3.9526 13.7194 -24.0947 -0.51
H 4.1656 15.4833 -23.0421 0.31
H 5.5614 14.9151 -23.4777 0.46
H 4.9704 15.1057 -26.0774 0.26
H 5.5558 16.4872 -25.1154 0.34
H 3.0258 16.5126 -24.7109 0.31
H 3.1956 13.8816 -24.6623 0.19
C 3.2927 12.0353 -20.7362 -0.36
C 2.7227 11.9983 -19.3571 -0.46
O 2.4655 13.3638 -18.8907 -0.61
O 2.4667 12.4158 -21.7777 -0.27
H 3.4991 10.9933 -20.9806 0.31
H 4.1535 12.7021 -20.7862 0.42
H 3.2321 11.3987 -18.6027 0.33
H 1.6737 11.7057 -19.3110 0.31
H 2.1348 13.7062 -19.7243 0.31
H 3.1118 12.6264 -22.4567 0.18
C 1.1568 14.2006 -32.8653 -0.58
C 2.1652 13.5854 -31.8037 0.46
O 1.9191 12.1791 -31.7661 -0.46
O -0.1313 13.9319 -32.5749 -0.48
H 1.2424 13.6701 -33.8136 0.41
H 1.3801 15.2616 -32.9771 0.30
H 1.9655 14.0141 -30.8216 -0.61
H 3.1712 13.9396 -32.0289 0.42
H 0.9663 12.0624 -31.7749 0.27
H -0.5673 13.7544 -33.4115 0.32
C -0.5475 15.0614 -28.9063 0.71
C -1.0019 16.4780 -29.2406 -0.69
O -0.9509 17.2890 -28.0312 -0.61
O 0.8242 15.1041 -28.3960 0.09
H -0.5047 14.4580 -29.8130 -0.11
H -1.2513 14.5666 -28.2370 -0.17
H -2.0234 16.5769 -29.6078 0.38
H -0.2676 16.9392 -29.9011 0.21
H -0.0104 17.4233 -27.8933 0.34
H 1.4127 14.6390 -28.9951 -0.17
C 5.0698 6.4254 -16.6661 -0.47
C 4.1962 7.3029 -17.5331 -0.37
O 4.6199 7.1223 -18.8668 -0.47
O 5.2417 5.1012 -17.1821 -0.57
H 4.4612 6.1954 -15.7916 0.34
H 6.0654 6.7946 -16.4198 0.31
H 4.0569 8.3279 -17.1894 0.33
H 3.2500 6.7867 -17.3708 0.25
H 4.8294 6.1856 -18.8858 0.33
H 5.5505 4.6507 -16.3926 0.32
C 1.3789 4.4128 -26.4426 -0.74
C 1.3711 5.7034 -25.7269 0.05
O 2.1898 6.6271 -26.4012 -0.60
O 0.4589 3.5812 -25.8358 -0.53
H 2.3757 3.9742 -26.3969 0.38
H 1.0491 4.3063 -27.4760 0.29
H 1.7350 5.6425 -24.7013 0.14
H 0.3026 5.8892 -25.8368 0.22
H 2.0680 7.4214 -25.8760 0.20
H 0.6249 2.6780 -26.1154 0.31
C 0.3024 15.3568 -24.0452 -0.58
C -0.4639 14.0124 -24.0413 0.42
O -0.8482 13.7694 -22.6377 -0.57
O 1.4571 15.2737 -23.1954 -0.39
H -0.3218 16.1461 -23.6263 0.37
H 0.5357 15.5920 -25.0837 0.27
H -0.0982 13.0913 -24.4950 -0.23
H -1.3433 14.1536 -24.6698 0.04
H -0.7207 14.6127 -22.1971 0.39
H 1.3226 14.6072 -22.5176 0.30
C 3.9383 18.4532 -29.9949 -0.57
C 2.8217 17.3605 -29.8862 0.27
O 3.3428 16.2703 -29.1487 -0.43
O 3.5554 19.7080 -30.5319 -0.54
H 4.8798 17.9926 -30.2940 0.39
H 4.1816 18.5786 -28.9398 0.30
H 2.4083 17.0342 -30.8405 0.07
H 1.9290 17.7165 -29.3719 -0.08
H 3.2184 16.2080 -28.1988 0.23
H 2.9336 20.0557 -29.8884 0.32
C -8.2162 13.4634 -25.5917 -0.77
O -6.8373 13.0830 -25.7353 -0.32
C -6.4287 11.8984 -25.0060 -0.78
C -4.9256 11.4274 -25.1725 -0.37
N -4.4261 11.0216 -26.4688 0.07
C -4.3428 12.1707 -27.3426 -0.27
C -3.5981 11.7551 -28.6635 -0.89
O -2.3257 11.0912 -28.3432 -0.09
C -1.6309 10.6334 -29.4345 -0.11
H -8.4653 14.4943 -25.8429 0.27
H -8.6675 13.3225 -24.6095 0.31
H -8.7490 12.7574 -26.2287 0.33
H -7.1167 11.0794 -25.2161 0.41
H -6.5873 12.2589 -23.9896 0.46
H -4.9322 10.6597 -24.3987 0.47
H -4.4352 12.2658 -24.6778 0.25
H -3.6081 10.4299 -26.4378 0.34
H -3.6502 12.9331 -26.9862 0.30
H -5.3746 12.4709 -27.5256 0.43
H -3.4826 12.7164 -29.1643 0.34
H -4.1335 11.0360 -29.2835 0.53
H -1.1998 11.5444 -29.8496 0.27
H -2.2403 10.0549 -30.1289 0.39
H -0.7439 10.0689 -29.1470 -0.47
C 3.1090 12.6239 -27.7393 -0.38
O 2.4221 11.8603 -26.7690 -0.08
C 2.3455 10.4601 -27.0603 -0.76
C 1.1061 9.7003 -26.6538 -0.54
N 1.1057 9.0305 -25.3294 0.29
C 1.5932 9.8492 -24.2266 -0.16
C 1.3780 9.1405 -22.8596 -0.62
O 2.3884 8.1991 -22.7371 -0.33
C 2.4182 7.5594 -21.4882 -0.93
H 2.5376 12.5172 -28.6613 0.14
H 4.0683 12.1278 -27.8865 0.54
H 3.3431 13.6314 -27.3954 -0.21
H 3.2058 9.9184 -26.6673 0.36
H 2.5512 10.2586 -28.1116 0.53
H 1.0644 8.8900 -27.3817 0.19
H 0.2172 10.2898 -26.8784 0.18
H 0.2115 8.5738 -25.2198 0.19
H 1.1079 10.8250 -24.2092 -0.30
H 2.6508 10.1008 -24.3058 0.23
H 0.4699 8.5391 -22.9028 0.35
H 1.2026 9.8202 -22.0257 0.48
H 1.9272 6.5986 -21.6430 0.33
H 1.8028 8.1133 -20.7793 0.35
H 3.4218 7.5088 -21.0660 0.34
```